A 9-piece molecular cluster, C4H30N3O8 overall in a non-equilibrium geometry, computed with ωB97M-V with the def2-TZVPD basis set.

Each line ends with the natural charge from an NBO analysis.
Element x y z (Å)
O 1.87 1.99 0.82  -1.01
O 3.17 -0.24 1.28  -1.01
O -1.97 2.29 -4.13  -1.18
O 0.84 -3.98 1.36  -0.99
O 1.40 -1.33 3.09  -0.99
O 2.40 -2.23 -0.25  -1.05
O 1.57 1.72 -1.73  -1.15
O -2.66 2.16 -1.46  -1.04
N 0.35 -0.31 0.64  -0.77
N -0.46 -1.04 -2.25  -0.92
N -1.73 2.08 1.21  -0.89
C -2.04 0.90 1.95  -0.22
C -1.06 -0.29 0.04  -0.06
C -2.01 -0.42 1.21  -0.43
C -1.19 -1.36 -1.05  -0.28
H 1.60 2.35 -2.45  0.45
H 1.00 -0.97 0.18  0.46
H 2.89 -2.94 -0.59  0.47
H -1.10 0.63 -0.47  0.24
H -3.41 1.54 -1.75  0.47
H -0.93 -0.34 -2.75  0.37
H -1.83 -1.29 1.85  0.23
H 1.17 -3.61 0.47  0.49
H 3.09 0.70 1.34  0.51
H -2.14 2.48 -2.25  0.51
H -1.30 0.81 2.71  0.15
H 1.85 2.09 -0.17  0.51
H -2.65 1.93 -4.77  0.45
H 3.11 -1.61 0.07  0.52
H 1.08 2.41 1.12  0.49
H -2.03 1.98 0.27  0.40
H -2.90 0.98 2.57  0.18
H 1.76 -2.11 2.63  0.50
H 1.00 -1.62 3.96  0.50
H 1.58 0.75 -2.09  0.48
H 0.42 -4.79 1.15  0.47
H -1.67 3.14 -4.50  0.44
H 0.47 -0.36 1.67  0.46
H -2.27 -1.55 -1.18  0.18
H -0.24 -1.83 -2.83  0.37
H -2.99 -0.53 0.76  0.21
H -0.78 -2.26 -0.64  0.19
H 0.78 0.60 0.51  0.45
H -2.23 2.95 1.57  0.38
H 3.19 -0.59 2.23  0.49

As for the net charge: 0. As for the spin multiplicity: 2. The largest force on an atom is 3.5 eV/A. The frontier orbital gap (spin up / spin down) is 2.1243 / 9.2779 eV.